(1)
Density functional theory data (the ωB97M-V functional and the def2-TZVPD basis) for 14 unconnected molecules or ions with the total composition C3H34O13.

For the LUMO energy (alpha / beta), the calculation gives -3.5 / -10.4 eV. The HOMO-LUMO gap (alpha / beta) comes out at 10.10 / 3.16 eV. As for the spin multiplicity: 2. As for the total charge: +1.

Last column: Löwdin spin population.
CARTESIAN COORDINATES (ANGSTROEM)
C1 3.382 2.610 1.007  0.00
C2 2.328 1.937 0.177  0.00
C3 2.974 1.211 -0.960  0.00
H1 3.531 3.615 0.718  0.00
H2 4.346 2.112 1.248  0.00
H3 2.875 2.594 1.991  0.00
H4 1.652 2.867 -0.159  0.00
H5 1.602 1.286 0.771  0.00
H6 3.845 0.674 -0.448  0.00
H7 2.403 0.444 -1.531  0.00
H8 3.375 1.723 -1.817  0.00
H9 -2.738 -3.526 1.532  0.00
H10 -1.998 -2.385 2.277  0.00
O1 -2.860 -2.717 2.034  0.00
H11 0.180 -1.288 -3.046  0.00
H12 0.931 -1.038 -4.384  0.00
O2 0.510 -1.716 -3.858  0.00
H13 -1.428 -4.090 -1.150  0.00
H14 -1.171 -3.870 0.469  0.00
O3 -1.800 -4.039 -0.268  0.00
H15 3.583 -1.264 2.263  0.00
H16 2.948 -0.217 3.246  0.00
O4 3.076 -1.175 3.091  0.03
H17 -2.213 0.647 1.098  0.00
H18 -1.163 1.770 1.315  0.00
O5 -1.259 0.829 1.138  0.53
H19 -3.811 -0.648 0.482  0.00
H20 -3.642 -0.849 2.073  0.00
O6 -4.078 -0.360 1.349  0.01
H21 -3.120 -0.270 -1.109  0.00
H22 -3.103 -1.962 -1.322  0.00
O7 -3.224 -1.064 -1.598  0.00
H23 0.918 -3.431 -0.190  0.00
H24 0.453 -2.167 -0.013  0.00
O8 0.607 -2.943 0.576  0.00
H25 -1.789 1.387 -1.951  0.00
H26 -0.723 1.682 -0.913  -0.01
O9 -1.663 1.861 -1.092  0.38
H27 -1.941 -0.775 -3.205  0.00
H28 -2.349 0.566 -3.882  0.00
O10 -1.714 0.141 -3.321  0.00
H29 1.103 0.277 3.910  0.00
H30 0.926 0.289 2.325  0.00
O11 1.260 0.760 3.090  0.05
H31 -0.869 4.124 1.310  0.00
H32 -0.262 4.125 -0.133  0.00
O12 -0.262 3.654 0.737  0.02
H33 -0.623 -0.233 -1.377  0.00
H34 0.862 -0.320 -1.070  0.00
O13 0.134 -0.838 -1.430  0.00

***

(2)
Density functional theory data (the ωB97M-V functional and the def2-TZVPD basis) for 14 unconnected molecules or ions with the total composition C3H34O13S2.

For the LUMO energy, the calculation gives 0.0 eV. The HOMO-LUMO gap comes out at 8.67 eV. As for the total charge: 0. For the energy relative to the best compared isomer or geometry (same formula, charge and spin), the calculation gives 0.6528 eV.

Last column: Mulliken charge in e.
CARTESIAN COORDINATES (ANGSTROEM)
C1 -0.350 1.506 0.280  -0.02
C2 0.717 1.306 1.362  -0.85
C3 -0.684 0.242 -0.516  0.06
S1 -2.066 0.329 -1.670  -0.07
S2 -2.440 -1.556 -2.367  -0.22
H1 -0.112 2.307 -0.408  0.05
H2 -1.217 1.827 0.859  0.30
H3 0.838 0.251 1.619  -0.18
H4 1.734 1.615 1.176  0.23
H5 0.265 1.731 2.255  0.39
H6 -0.947 -0.483 0.238  0.29
H7 0.216 -0.027 -1.070  0.01
H8 -2.468 -2.105 -1.139  0.10
H9 2.302 -2.143 1.525  0.23
H10 0.843 -2.680 1.334  0.29
O1 1.457 -2.270 1.959  -0.54
H11 -3.524 -0.644 2.477  0.35
H12 -4.182 -0.428 1.176  0.31
O2 -4.017 -1.139 1.801  -0.67
H13 -1.843 -3.267 1.727  0.24
H14 -3.035 -2.428 1.220  0.30
O3 -2.150 -2.781 0.956  -0.51
H15 -0.127 2.960 -3.117  0.41
H16 -0.881 3.236 -1.957  0.28
O4 -0.177 3.664 -2.462  -0.63
H17 3.525 0.583 -0.527  0.42
H18 4.378 0.302 0.759  0.28
O5 4.104 -0.062 -0.085  -0.65
H19 2.750 -3.021 -0.723  0.28
H20 3.603 -1.802 -0.868  0.38
O6 3.204 -2.484 -1.380  -0.67
H21 2.553 2.558 -0.116  0.31
H22 2.097 2.882 -1.570  0.30
O7 2.527 2.224 -1.011  -0.72
H23 1.555 1.444 -2.824  0.25
H24 0.909 0.533 -3.736  0.38
O8 1.323 1.410 -3.762  -0.66
H25 -3.348 3.883 -0.646  0.28
H26 -3.925 2.465 -0.848  0.31
O9 -3.586 3.071 -0.190  -0.59
H27 1.235 -0.528 3.475  0.29
H28 0.266 -1.317 4.218  0.33
O10 0.623 -0.421 4.207  -0.63
H29 0.453 -2.961 -1.355  0.26
H30 -0.322 -3.964 -0.420  0.25
O11 0.401 -3.333 -0.470  -0.55
H31 2.325 -1.288 -2.522  0.32
H32 1.398 -2.030 -3.670  0.23
O12 1.594 -1.249 -3.158  -0.52
H33 -3.100 2.016 3.380  0.30
H34 -1.880 0.958 3.225  0.34
O13 -2.816 1.107 3.361  -0.65

***

(3)
Density functional theory data (the ωB97M-V functional and the def2-TZVPD basis) for 16 unconnected molecules or ions with the total composition C3H37NO16.

For the LUMO energy, the calculation gives 0.0 eV. The HOMO-LUMO gap comes out at 9.47 eV. As for the total charge: 0. For the energy relative to the best compared isomer or geometry (same formula, charge and spin), the calculation gives 2.3401 eV.

Last column: Mulliken charge in e.
CARTESIAN COORDINATES (ANGSTROEM)
O1 2.656 1.089 -0.144  -0.40
C1 2.652 0.666 0.986  -0.33
C2 1.571 1.116 1.972  0.17
C3 1.870 2.642 2.153  -1.19
N1 0.199 1.025 1.493  0.22
H1 3.331 -0.115 1.373  0.51
H2 1.774 0.690 2.952  0.54
H3 2.479 3.172 1.433  0.36
H4 2.094 2.838 3.201  0.37
H5 0.943 3.243 2.010  0.13
H6 0.154 0.137 0.996  -0.04
H7 -0.026 1.710 0.780  -0.15
H8 1.431 3.190 -1.871  0.30
H9 1.747 2.532 -0.564  0.32
O2 1.081 3.136 -0.969  -0.63
H10 -2.632 -2.907 -1.631  0.29
H11 -2.670 -2.117 -2.968  0.31
O3 -2.731 -3.000 -2.586  -0.65
H12 -2.795 1.000 -2.230  0.33
H13 -4.315 0.713 -2.034  0.27
O4 -3.468 0.284 -2.180  -0.58
H14 -0.332 0.268 -1.446  0.52
H15 -0.488 -1.022 -2.274  0.15
O5 0.005 -0.197 -2.225  -0.55
H16 2.952 0.384 -2.142  0.44
H17 4.518 0.318 -1.727  0.27
O6 3.717 -0.157 -1.936  -0.70
H18 -1.989 2.388 -0.227  0.31
H19 -1.026 2.446 -1.386  0.27
O7 -1.742 1.885 -1.040  -0.58
H20 2.124 0.785 -4.130  0.28
H21 0.905 0.780 -3.229  0.38
O8 1.677 1.336 -3.477  -0.69
H22 -1.594 -4.019 1.028  0.28
H23 -3.121 -3.463 1.157  0.26
O9 -2.353 -3.616 0.612  -0.55
H24 2.867 -1.387 -0.631  0.29
H25 1.473 -2.138 -0.546  0.33
O10 2.187 -1.732 -0.030  -0.59
H26 -1.249 3.283 1.248  0.29
H27 -2.511 3.082 2.103  0.34
O11 -2.204 3.159 1.190  -0.76
H28 -2.258 0.302 0.547  0.30
H29 -2.259 -1.014 -0.333  0.18
O12 -1.776 -0.498 0.318  -0.69
H30 0.666 -3.945 -2.363  0.25
H31 -0.297 -3.499 -1.376  0.30
O13 0.556 -3.215 -1.738  -0.61
H32 1.541 -2.279 2.001  0.31
H33 0.878 -2.394 3.472  0.28
O14 1.629 -2.143 2.945  -0.60
H34 -1.422 -1.647 1.774  0.47
H35 -1.655 -1.860 3.370  0.22
O15 -1.252 -2.166 2.566  -0.54
H36 -2.403 0.619 3.697  0.23
H37 -1.260 1.489 2.948  0.39
O16 -2.184 1.426 3.234  -0.68

***

(4)
Density functional theory data (the ωB97M-V functional and the def2-TZVPD basis) for 16 unconnected molecules or ions with the total composition C3H38N2O16.

For the LUMO energy, the calculation gives -0.5 eV. The HOMO-LUMO gap comes out at 8.77 eV. As for the total charge: 0. For the energy relative to the best compared isomer or geometry (same formula, charge and spin), the calculation gives 3.7779 eV.

Last column: Mulliken charge in e.
CARTESIAN COORDINATES (ANGSTROEM)
C1 -1.209 0.764 -0.789  -0.03
N1 0.064 0.354 -0.762  0.37
C2 0.693 -0.815 -1.443  -1.16
C3 -0.144 -2.096 -1.343  0.53
N2 0.622 -3.169 -0.672  -0.66
O1 -1.642 1.571 0.041  -0.67
H1 -1.795 0.347 -1.609  0.37
H2 0.568 0.515 0.102  -0.07
H3 1.599 -0.916 -0.870  0.65
H4 0.856 -0.570 -2.488  0.24
H5 -1.095 -1.929 -0.833  0.20
H6 -0.464 -2.490 -2.308  0.04
H7 0.846 -2.910 0.287  0.18
H8 1.548 -3.086 -1.079  0.29
H9 -1.364 -2.833 1.729  0.29
H10 -2.101 -3.351 2.895  0.33
O2 -1.435 -3.638 2.256  -0.61
H11 3.616 1.095 1.650  0.22
H12 2.490 1.898 0.910  0.11
O3 2.725 1.047 1.287  -0.47
H13 1.776 -2.053 1.986  0.35
H14 2.129 -0.675 1.430  0.26
O4 2.049 -1.612 1.171  -0.58
H15 -0.780 2.799 -4.817  0.26
H16 -0.654 2.909 -3.414  0.30
O5 -0.688 2.190 -4.066  -0.62
H17 -0.268 1.064 3.494  0.29
H18 0.624 0.343 4.317  0.29
O6 0.131 0.178 3.498  -0.60
H19 -1.540 -0.801 2.027  0.25
H20 -2.106 0.173 1.098  0.26
O7 -2.404 -0.567 1.657  -0.64
H21 1.749 3.812 2.802  0.33
H22 3.096 3.666 2.271  0.33
O8 2.662 3.895 3.107  -0.67
H23 -2.645 2.152 2.469  0.30
H24 -3.212 2.790 3.612  0.30
O9 -2.328 2.600 3.268  -0.60
H25 -1.029 -4.871 -0.470  0.32
H26 -1.505 -5.521 0.805  0.32
O10 -1.320 -5.715 -0.120  -0.69
H27 -0.276 -2.114 -5.379  0.35
H28 -1.037 -3.086 -4.558  0.28
O11 -0.175 -2.991 -4.978  -0.65
H29 0.333 4.125 0.546  0.27
H30 0.537 2.677 -0.007  0.22
O12 0.842 3.589 -0.062  -0.56
H31 -1.017 0.563 -4.730  0.36
H32 -2.188 -0.419 -4.852  0.31
O13 -1.249 -0.329 -5.034  -0.61
H33 -3.497 -0.411 -1.345  0.33
H34 -3.713 -1.946 -0.961  0.29
O14 -3.384 -1.319 -1.610  -0.58
H35 2.826 2.815 -0.955  0.33
H36 3.441 4.114 -0.325  0.31
O15 3.549 3.172 -0.437  -0.62
H37 2.396 2.225 4.433  0.35
H38 2.138 1.450 3.120  0.41
O16 2.360 1.345 4.049  -0.68

***

(5)
Density functional theory data (the ωB97M-V functional and the def2-TZVPD basis) for a molecular structure, C3H3AgFO3.

For the LUMO energy (alpha / beta), the calculation gives -1.8 / -1.9 eV. The HOMO-LUMO gap (alpha / beta) comes out at 5.15 / 7.38 eV. As for the spin multiplicity: 2. As for the total charge: 0. For the energy relative to the best compared isomer or geometry (same formula, charge and spin), the calculation gives 0.2053 eV.

Last column: Löwdin spin population.
CARTESIAN COORDINATES (ANGSTROEM)
C1 -0.933 0.562 -1.060  0.64
C2 0.504 0.232 -1.211  0.08
O1 0.899 -0.782 -0.271  0.02
C3 0.656 -0.503 1.031  0.01
O2 0.854 -1.433 1.854  0.01
O3 -0.188 0.442 1.269  0.05
Ag1 -0.424 -0.532 3.708  0.01
F1 -1.785 -0.485 -1.115  0.13
H1 -1.386 1.549 -0.978  0.03
H2 1.094 1.139 -1.026  0.00
H3 0.710 -0.190 -2.202  0.02

***

(6)
Density functional theory data (the ωB97M-V functional and the def2-TZVPD basis) for a molecular structure, C3H3AgNaO3.

For the LUMO energy, the calculation gives -6.7 eV. The HOMO-LUMO gap comes out at 4.04 eV. As for the total charge: +1.

Last column: Mulliken charge in e.
CARTESIAN COORDINATES (ANGSTROEM)
H1 0.187 -1.879 -0.496  0.25
C1 0.334 -1.090 0.285  -0.36
C2 -1.059 -0.628 0.590  0.14
O1 -1.432 0.528 0.475  -0.60
O2 1.234 -0.117 -0.054  -0.92
H2 0.616 -1.698 1.182  0.24
H3 -1.796 -1.431 0.816  0.37
Na1 0.377 1.912 -0.011  0.99
C3 3.445 -1.161 -0.623  0.25
O3 3.974 -2.081 -0.149  -0.29
Ag1 6.549 -2.320 0.182  0.92

***

(7)
Density functional theory data (the ωB97M-V functional and the def2-TZVPD basis) for a molecular structure, C3H3AgO4.

For the LUMO energy, the calculation gives -2.0 eV. The HOMO-LUMO gap comes out at 6.72 eV. As for the total charge: 0. For the energy relative to the best compared isomer or geometry (same formula, charge and spin), the calculation gives 1.1720 eV.

Last column: Mulliken charge in e.
CARTESIAN COORDINATES (ANGSTROEM)
C1 -1.208 -0.248 0.265  0.07
C2 -2.425 0.346 0.969  0.08
O1 -3.119 -0.323 1.690  -0.38
O2 -1.010 0.025 -0.922  -0.40
H1 -0.932 -1.248 0.662  0.37
H2 -2.705 1.370 0.638  0.32
Ag1 0.809 0.405 -2.294  0.74
O3 2.507 0.282 -0.840  -0.53
O4 3.579 0.069 1.125  -0.55
C3 2.593 0.156 0.401  0.44
H3 1.452 -0.019 0.904  -0.15

***

(8)
Density functional theory data (the ωB97M-V functional and the def2-TZVPD basis) for a molecular structure, C3H3AlO2.

For the LUMO energy (alpha / beta), the calculation gives -14.4 / -14.4 eV. The HOMO-LUMO gap (alpha / beta) comes out at 4.50 / 4.48 eV. As for the total charge: +2. For the energy relative to the best compared isomer or geometry (same formula, charge and spin), the calculation gives 1.1264 eV.

Last column: Mulliken charge in e.
CARTESIAN COORDINATES (ANGSTROEM)
C1 -0.723 -0.610 0.167  -0.36
C2 -1.118 0.726 0.084  0.05
H1 -1.773 1.064 -0.723  0.30
H2 -1.320 -1.496 -0.037  0.38
H3 -0.945 1.396 0.930  0.26
O1 1.624 -1.331 0.213  -0.17
C3 0.675 -0.565 -0.153  0.74
O2 1.000 0.720 -0.287  -0.06
Al1 2.580 0.097 -0.194  0.85

***

(9)
Density functional theory data (the ωB97M-V functional and the def2-TZVPD basis) for a molecular structure, C3H3BeFO2.

For the LUMO energy, the calculation gives -12.9 eV. The HOMO-LUMO gap comes out at 7.62 eV. As for the total charge: +2. For the energy relative to the best compared isomer or geometry (same formula, charge and spin), the calculation gives 0.0000 eV.

Last column: Mulliken charge in e.
CARTESIAN COORDINATES (ANGSTROEM)
F1 -0.686 0.523 -2.199  -0.40
H1 1.481 -0.530 -1.188  0.39
H2 0.031 1.753 -0.363  0.55
O1 -0.639 0.304 1.042  -0.36
O2 0.841 -1.178 0.752  -0.26
C1 0.199 0.771 0.049  0.00
C2 1.082 -0.211 -0.193  -0.06
C3 -0.190 -0.835 1.477  1.67
H3 -1.484 0.963 -1.925  0.43
Be1 -0.634 -1.560 2.547  0.03

***

(10)
Density functional theory data (the ωB97M-V functional and the def2-TZVPD basis) for a molecular structure, C3H3BeLiO3.

For the LUMO energy (alpha / beta), the calculation gives -4.5 / -4.6 eV. The HOMO-LUMO gap (alpha / beta) comes out at 6.81 / 10.07 eV. As for the spin multiplicity: 2. As for the total charge: +1. For the energy relative to the best compared isomer or geometry (same formula, charge and spin), the calculation gives 0.0000 eV.

Last column: Löwdin spin population.
CARTESIAN COORDINATES (ANGSTROEM)
O1 1.866 0.858 0.241  0.20
C1 1.573 -0.336 0.324  0.47
C2 0.392 -0.866 -0.454  0.13
H1 2.032 -1.022 1.036  0.03
H2 0.300 -1.940 -0.323  0.01
H3 0.511 -0.616 -1.506  0.02
Be1 0.559 1.703 -0.099  0.04
O2 -1.016 -0.152 -0.102  0.08
C3 -1.147 1.121 0.054  0.01
O3 -2.128 1.547 0.702  0.02
Li1 -2.942 -0.298 0.126  0.00

***

(11)
Density functional theory data (the ωB97M-V functional and the def2-TZVPD basis) for a single C3H3Br molecule.

For the LUMO energy, the calculation gives -0.6 eV. The HOMO-LUMO gap comes out at 7.70 eV. As for the total charge: 0. For the energy relative to the best compared isomer or geometry (same formula, charge and spin), the calculation gives 2.5930 eV.

Last column: Mulliken charge in e.
CARTESIAN COORDINATES (ANGSTROEM)
C1 0.064 -0.131 -0.133  0.27
C2 1.423 -0.524 -0.032  -0.33
C3 -1.112 0.018 0.435  -0.66
Br1 2.779 0.562 -0.427  0.04
H1 0.143 -0.116 -1.227  0.19
H2 -2.001 -0.061 -0.094  0.26
H3 -1.296 0.252 1.479  0.23

***

(12)
Density functional theory data (the ωB97M-V functional and the def2-TZVPD basis) for a single C3H3Br2F molecule.

For the LUMO energy, the calculation gives -0.7 eV. The HOMO-LUMO gap comes out at 9.56 eV. As for the total charge: 0. As for the SMILES: C=C(Br)[C@@H](F)Br. For the energy relative to the best compared isomer or geometry (same formula, charge and spin), the calculation gives 0.9843 eV.

Last column: Mulliken charge in e.
CARTESIAN COORDINATES (ANGSTROEM)
C1 1.414 0.354 -0.516  -0.58
C2 0.454 -0.516 -0.140  0.27
Br1 0.537 -2.505 -0.247  -0.11
C3 -0.975 0.097 0.388  -0.14
F1 -0.846 1.399 0.599  -0.20
Br2 -3.062 -0.048 -0.345  -0.18
H1 1.277 1.444 -0.480  0.28
H2 2.399 0.027 -0.662  0.31
H3 -1.199 -0.252 1.402  0.36